Record 1
120
Properties=species:S:1:pos:R:3:lowdin_charge:R:1 method="wB97M-V/def2-TZVPD" homo_ev=-10.7 e_above_lowest_kj_mol=843.6 charge=0 energy_ha=-3057.43603
H -3.5455 4.3581 -3.9911 0.09
H -2.2779 4.9814 -3.4693 0.06
O -3.2315 4.9192 -3.2233 -0.09
H -2.0523 -2.7415 3.4818 0.03
H -3.2414 -2.7892 2.5060 0.03
O -2.6547 -3.3285 3.0316 -0.02
H -0.8788 5.2768 2.1440 0.03
H -1.9488 4.6041 1.6431 0.07
O -1.0875 4.9271 1.2745 -0.09
H 0.1946 0.1485 -1.1925 0.02
H 0.5459 -1.3916 -0.7489 0.04
O 0.6267 -0.6743 -1.4179 -0.06
H 1.9978 5.1889 -1.2025 0.00
H 0.9197 6.3570 -1.1276 0.04
O 1.7962 6.1171 -1.4146 -0.07
H -2.3150 -0.5244 -0.3837 0.02
O -2.6989 0.1887 0.1255 -0.04
H 1.9596 0.3554 6.2789 0.05
O 1.0372 0.1261 6.4350 -0.06
H -2.6858 1.1849 4.0056 -0.02
H -4.1296 1.2398 3.4806 0.02
O -3.4273 0.6375 3.7081 -0.06
H -5.5233 2.8314 -2.0329 0.05
H -4.1865 3.4659 -2.1223 -0.01
O -4.8059 2.9671 -2.6641 -0.06
H -0.2777 1.3667 5.2532 0.03
H -1.4854 1.6483 6.1470 0.08
O -1.2421 1.3280 5.2719 -0.05
H -4.1740 -2.1044 0.7414 0.00
H -5.3837 -2.1918 -0.2242 0.03
O -5.0673 -2.4173 0.6474 -0.04
H 0.4306 3.3488 -0.2946 0.08
O 1.1813 3.8159 -0.7617 -0.08
H 2.4410 0.4707 0.0841 0.04
H 2.1388 1.8242 0.4449 0.02
O 2.0540 1.2854 -0.3469 -0.09
H -2.8496 5.7183 -1.4509 0.03
H -1.7816 5.5274 -0.2669 0.04
O -2.7468 5.6561 -0.4798 -0.08
H -0.7674 1.5768 0.6170 0.02
H -0.1625 0.8606 1.7558 0.02
O -0.3303 1.7604 1.4692 -0.04
H -2.8335 -5.1462 -2.7002 0.04
H -2.6491 -5.7469 -1.2093 0.06
O -2.1933 -5.2422 -1.9718 -0.10
H 0.3695 2.0987 -4.4900 0.05
H -0.0867 0.7272 -4.6388 0.08
O -0.4732 1.6182 -4.5025 -0.04
H 0.6343 -3.4017 0.6612 0.02
H 2.0694 -2.5556 0.7421 0.03
O 1.1226 -2.5716 0.7461 -0.04
H 3.2973 -3.3550 -1.2284 0.06
O 3.6430 -4.2374 -1.5598 -0.08
H 3.3207 -5.2119 1.2623 0.00
H 2.6370 -5.7904 0.1106 0.00
O 2.8510 -6.0155 1.0189 -0.05
H 0.7820 5.6175 -3.9019 0.05
O 0.6943 4.7654 -3.4651 -0.05
H 5.0797 -0.6042 2.2814 -0.01
H 5.9642 0.1573 3.2915 0.03
O 5.9809 -0.4660 2.5730 -0.03
H 3.8576 -2.6698 1.9826 0.01
H 4.0179 -3.6757 3.2361 0.06
O 3.9752 -3.5682 2.2810 -0.03
H 1.3331 -2.5943 4.0933 -0.02
H 1.5828 -3.3779 5.2921 0.05
O 1.8610 -2.5405 4.8911 -0.06
H -0.6866 3.1220 4.0021 0.06
H 0.2578 4.2341 3.5755 -0.01
O -0.6477 4.1369 3.8635 -0.08
H 3.1725 -2.1797 -4.2273 0.03
H 2.0964 -1.4741 -3.1358 0.00
O 2.9702 -1.6670 -3.4577 -0.03
H 4.9627 -0.9009 -0.1743 0.08
H 3.4090 -1.1757 -0.5696 0.03
O 4.0346 -0.8114 0.0687 -0.03
H -1.0634 -2.9656 -2.7895 0.03
H -0.3389 -1.7187 -2.3901 -0.02
O -1.0481 -2.0163 -2.9932 -0.08
H 0.9983 -4.4821 -0.5878 -0.02
H 1.9370 -4.9237 -1.8584 0.03
O 1.2787 -4.3429 -1.4791 -0.07
H -3.9617 -1.1624 -3.0492 0.03
H -3.1431 -0.1876 -3.6146 0.04
O -3.9576 -0.1801 -3.0471 -0.08
H -2.4468 1.9192 -2.0658 0.01
H -1.0502 1.9581 -2.9328 -0.01
O -1.5387 1.6162 -2.1705 -0.06
H 4.0408 1.3417 2.9005 0.02
O 3.6530 1.8388 2.1721 -0.04
H -2.4320 -6.2960 1.5145 0.07
H -2.1272 -5.0515 1.9669 0.05
O -2.0511 -5.5114 1.0861 -0.08
H 4.1514 -4.0963 -2.3633 0.06
H -2.8204 0.9934 -0.4008 0.00
H 1.1704 4.8235 -2.6470 -0.05
H 0.7553 -0.1990 5.5541 0.02
H 1.2414 3.0623 -1.3810 0.04
H 4.4498 2.2950 1.8420 0.07
O 0.3506 -1.3276 3.0760 -0.04
H -0.3440 -0.9252 3.6090 0.06
H 0.2479 -1.9822 2.4139 -0.01
O -3.0137 -2.9466 -5.2590 -0.08
H -2.8800 -2.2779 -4.5752 -0.02
H -2.3565 -2.6126 -5.9399 0.07
O 0.9381 -3.7899 -4.1631 -0.07
H 0.3775 -4.4276 -4.5968 0.04
H 0.7039 -2.8513 -4.3021 0.03
O 0.4057 -4.9368 1.4299 -0.08
H 0.7433 -5.7383 1.8705 0.08
H -0.2081 -5.1820 0.7232 0.03
O -3.4837 3.3109 0.5478 -0.08
H -3.0610 4.0556 0.0163 0.00
H -4.4106 3.2908 0.2756 0.04
O 3.5175 2.8726 -2.7246 -0.06
H 2.9593 2.9803 -3.5050 0.02
H 2.8960 2.3618 -2.1340 0.02
O 1.2823 5.3349 2.2614 -0.09
H 1.9582 5.8545 1.7116 0.10
H 0.9094 4.8254 1.5262 0.00

***

Record 2
32
Properties=species:S:1:pos:R:3:nbo_charge:R:1 method="wB97M-V/def2-TZVPD" homo_ev=-10.5 charge=0 energy_ha=-3576.62795 smiles="C[C@H](Br)C[C@@]1(F)C(=O)O[C@@H](CC(=O)O)[C@H]1CC(=O)F"
C -1.7712 -1.8413 -3.1224 -0.64
C -0.2143 -1.2777 -2.8980 -0.24
Br 0.9069 -2.1337 -4.3477 0.00
C 0.3048 -1.8434 -1.4532 -0.49
C 1.0334 -0.7460 -0.4827 0.30
F 2.1937 -1.5341 0.0739 -0.39
C 1.7634 0.5784 -1.1065 0.75
O 1.9974 0.9933 -2.3523 -0.52
O 2.1399 1.3598 0.1160 -0.53
C 1.4429 0.9015 1.3307 0.09
C 0.9756 1.9808 2.4729 -0.53
C 0.6562 1.1094 3.8466 0.78
O 1.3262 1.5205 4.9584 -0.53
O -0.2963 -0.0101 3.9156 -0.72
C 0.1785 0.0029 0.7086 -0.27
C -0.8296 1.0597 -0.0378 -0.56
C -2.2727 1.2761 0.7493 0.86
O -2.4218 1.3239 2.0772 -0.52
F -3.4946 1.4506 -0.1133 -0.37
H -2.1906 -1.5317 -4.1902 0.24
H -2.4607 -1.3636 -2.2752 0.21
H -1.7212 -3.0077 -2.9722 0.23
H -0.2839 -0.1127 -2.9894 0.24
H 1.0744 -2.7340 -1.6024 0.29
H -0.5940 -2.3063 -0.8191 0.23
H 2.3050 0.2999 1.8906 0.23
H 0.0226 2.6115 2.1398 0.25
H 1.8031 2.7917 2.7329 0.28
H 0.1174 -0.8817 3.6373 0.50
H -0.2534 -0.8403 1.3986 0.27
H -1.0932 0.7608 -1.1625 0.27
H -0.3440 2.1437 -0.1233 0.29

***

Record 3
14
Properties=species:S:1:pos:R:3:nbo_charge:R:1 method="wB97M-V/def2-TZVPD" homo_ev=-9.6 e_above_lowest_kj_mol=232.9 charge=0 energy_ha=-270.46917 smiles=CC#CCOC
C 2.5897 0.8874 0.0981 -0.69
C 1.4447 0.0891 -0.3400 0.02
C 0.4967 -0.5652 -0.6972 -0.08
C -0.7335 -1.2863 -1.0683 -0.13
O -1.7815 -1.0972 -0.1477 -0.52
C -2.1803 0.2480 -0.0328 -0.26
H 2.7959 0.7270 1.1612 0.24
H 3.4910 0.6237 -0.4642 0.24
H 2.4004 1.9555 -0.0514 0.23
H -0.5500 -2.3642 -1.0954 0.22
H -1.0453 -0.9747 -2.0792 0.19
H -2.5286 0.6520 -0.9972 0.16
H -3.0049 0.2672 0.6823 0.19
H -1.3624 0.8820 0.3359 0.18

***

Summary of max |F| in Eh/bohr
0.07012; 0.19270; 0.01113
(order as listed above)